i | This record from the Open Molecules 2025 dataset describes 2 unconnected molecules or ions with the total composition C3H8NO2. The level of theory is the ωB97M-V functional and the def2-TZVPD basis.

Properties
Total charge = -1
Orbital gap (alpha / beta) = 0.270 / 0.270 hartree
LUMO level (alpha / beta) = 0.16619 / 0.16619 hartree

Element x y z (Å)
C  -1.81  0.27  1.47
C  2.05  0.26  -1.60
C  -1.21  -0.45  0.31
N  1.43  0.55  -0.16
O  1.54  -0.47  0.52
O  -0.71  0.24  -0.74
H  -1.28  1.19  1.44
H  -2.88  0.55  1.26
H  -1.70  -0.37  2.30
H  2.24  -0.82  -1.62
H  1.48  0.69  -2.46
H  3.01  0.72  -1.59
H  -1.86  -1.33  0.00
H  -0.30  -1.03  0.87

Löwdin atomic charge list, values in e, 4 entries: atom 1 (C): -0.149, atom 2 (C): -0.108, atom 3 (C): -0.575, atom 4 (N): -0.123

ii | This record from the Open Molecules 2025 dataset describes 2 unconnected molecules or ions with the total composition C3H8NO2. The level of theory is the ωB97M-V functional and the def2-TZVPD basis.

Properties
Total charge = -1
Orbital gap = 0.226 hartree
LUMO level = 0.15697 hartree

Element x y z (Å)
C  1.68  -0.06  0.86
C  0.31  0.34  -1.21
C  0.30  -0.16  0.22
N  -0.83  -0.16  1.05
O  -2.88  0.20  -0.08
O  -0.27  -1.43  0.35
H  2.28  -0.10  -0.01
H  1.80  -0.68  1.76
H  1.77  0.95  1.25
H  0.96  -0.45  -1.61
H  0.72  1.37  -1.35
H  -0.67  0.49  -1.75
H  -1.95  0.14  0.03
H  -3.22  -0.45  0.49

Löwdin atomic charge list, values in e, 4 entries: atom 1 (C): -0.059, atom 2 (C): -0.056, atom 3 (C): -0.806, atom 4 (N): -0.019

iii | This record from the Open Molecules 2025 dataset describes a gas-phase ion, C3H8NO2 (charge -1). The level of theory is the ωB97M-V functional and the def2-TZVPD basis.

Properties
Total charge = -1
Orbital gap = 0.227 hartree
LUMO level = 0.13314 hartree

Element x y z (Å)
O  -0.24  -1.93  1.72
C  -0.90  -1.88  0.57
N  -1.02  -0.52  -0.17
C  0.44  0.02  -0.25
C  0.33  1.52  -0.37
O  1.51  2.37  -0.45
H  -1.97  -2.27  0.55
H  -0.47  -2.50  -0.25
H  -1.50  0.14  0.54
H  1.02  -0.09  0.70
H  1.07  -0.37  -1.12
H  -0.34  1.81  -1.23
H  -0.25  1.88  0.56
H  2.31  1.82  -0.79

Löwdin atomic charge list, values in e, 4 entries: atom 1 (O): -0.344, atom 2 (C): -0.607, atom 3 (N): -0.079, atom 4 (C): -0.270

Which of them is the most stable? Correct choice: iii.

i | This record from the Open Molecules 2025 dataset describes 2 unconnected molecules or ions with the total composition C11H15NO. The level of theory is the ωB97M-V functional and the def2-TZVPD basis.

Properties
Orbital gap = 0.318 hartree
LUMO level = 0.02597 hartree

Element x y z (Å)
C  -2.33  3.29  -2.33
C  -1.18  2.38  -1.99
C  0.10  2.72  -1.72
N  0.81  1.61  -1.27
C  -0.01  0.51  -1.39
C  0.24  -0.84  -1.17
C  -0.80  -1.74  -1.35
C  -2.07  -1.29  -1.73
C  -2.33  0.04  -1.96
C  -1.28  0.95  -1.77
H  -2.50  3.98  -1.49
H  -3.25  2.70  -2.30
H  -2.21  3.87  -3.23
H  0.58  3.68  -1.63
H  1.81  1.58  -1.35
H  1.23  -1.24  -0.95
H  -0.64  -2.77  -1.05
H  -2.86  -2.02  -1.80
H  -3.31  0.39  -2.26
C  2.25  -1.20  4.12
C  1.87  -2.57  3.56
O  2.96  -3.17  2.82
H  1.84  -0.41  3.48
H  3.33  -1.12  4.26
H  1.71  -1.05  5.05
H  1.71  -3.32  4.33
H  1.03  -2.49  2.88
H  3.32  -2.49  2.23

Löwdin atomic charge list, values in e, 4 entries: atom 1 (C): -0.042, atom 2 (C): -0.226, atom 3 (C): -0.064, atom 4 (N): 0.064

ii | This record from the Open Molecules 2025 dataset describes 2 unconnected molecules or ions with the total composition C11H15NO. The level of theory is the ωB97M-V functional and the def2-TZVPD basis.

Properties
Orbital gap = 0.315 hartree
LUMO level = 0.03401 hartree

Element x y z (Å)
C  1.08  0.35  -3.23
C  -0.03  0.73  -2.36
C  -0.85  1.96  -2.59
N  -1.88  2.11  -1.56
C  -1.60  0.98  -0.65
C  -2.25  0.73  0.58
C  -1.66  -0.15  1.34
C  -0.67  -1.08  0.92
C  -0.08  -0.86  -0.27
C  -0.53  0.16  -1.10
H  1.35  1.19  -3.97
H  0.73  -0.52  -3.88
H  2.03  -0.11  -2.69
H  -0.75  2.46  -3.49
H  -2.63  2.63  -1.80
H  -3.15  1.24  0.82
H  -1.97  -0.29  2.42
H  -0.36  -1.88  1.55
H  0.71  -1.56  -0.56
C  2.01  -0.32  3.37
C  2.48  -1.20  2.22
O  2.12  -2.57  2.07
H  0.93  -0.30  3.17
H  2.23  0.80  3.17
H  2.36  -0.77  4.22
H  2.18  -0.69  1.28
H  3.67  -1.48  2.25
H  1.39  -2.80  2.53

Löwdin atomic charge list, values in e, 4 entries: atom 1 (C): -0.105, atom 2 (C): -0.225, atom 3 (C): -0.003, atom 4 (N): 0.091

Which of them is the most stable? Correct choice: i.

i | This record from the Open Molecules 2025 dataset describes 9 unconnected molecules or ions with the total composition H18O9. The level of theory is the ωB97M-V functional and the def2-TZVPD basis.

Properties
Spin multiplicity = 2
Total charge = -1
Orbital gap (alpha / beta) = 0.121 / 0.394 hartree
LUMO level (alpha / beta) = 0.11145 / 0.10188 hartree

Element x y z (Å)
O  0.07  -0.53  2.59
H  -0.40  -0.10  3.32
H  0.99  -0.69  2.89
O  1.41  3.63  -0.71
H  0.96  2.77  -0.74
H  2.33  3.35  -0.78
O  -2.38  2.65  1.06
H  -2.27  1.75  0.75
H  -1.57  3.17  0.99
O  -0.43  -3.73  -2.02
H  0.24  -3.51  -2.67
H  -0.09  -4.29  -1.31
O  -2.54  -1.04  1.19
H  -3.06  -1.86  1.22
H  -1.67  -1.27  1.56
O  -1.15  0.46  -0.96
H  -1.95  -0.05  -0.77
H  -0.48  0.10  -0.36
O  3.83  -1.97  2.19
H  3.55  -1.12  2.58
H  4.30  -1.61  1.42
O  -1.27  2.28  -3.35
H  -1.34  3.07  -2.81
H  -0.74  1.70  -2.80
O  2.10  -1.62  -0.33
H  2.56  -1.29  0.45
H  1.20  -1.46  0.00

Löwdin atomic charge list, values in e, 4 entries: atom 1 (O): -0.210, atom 2 (H): 0.013, atom 3 (H): -0.020, atom 4 (O): -0.116

ii | This record from the Open Molecules 2025 dataset describes 9 unconnected molecules or ions with the total composition H18O9. The level of theory is the ωB97M-V functional and the def2-TZVPD basis.

Properties
Spin multiplicity = 2
Total charge = -1
Orbital gap (alpha / beta) = 0.132 / 0.392 hartree
LUMO level (alpha / beta) = 0.11175 / 0.11349 hartree

Element x y z (Å)
O  0.80  1.86  3.88
H  1.35  1.15  4.22
H  0.17  1.43  3.31
O  2.70  2.68  -0.75
H  2.19  2.09  -0.20
H  3.40  3.00  -0.18
O  -1.95  -1.67  -0.43
H  -2.56  -2.40  -0.59
H  -1.60  -1.84  0.44
O  -0.74  0.10  2.24
H  -0.55  -0.72  2.70
H  -1.66  0.29  2.45
O  0.59  0.21  -0.14
H  0.23  0.34  0.74
H  0.18  -0.60  -0.45
O  -1.01  0.25  -3.17
H  -1.86  0.66  -3.36
H  -1.22  -0.68  -3.06
O  -2.59  1.13  -0.01
H  -3.08  1.04  -0.82
H  -2.12  0.30  0.09
O  3.25  -0.44  -0.87
H  2.39  -0.04  -0.75
H  3.22  -1.23  -0.33
O  0.36  -2.02  -1.84
H  -0.52  -1.95  -1.48
H  0.63  -2.92  -1.64

Löwdin atomic charge list, values in e, 4 entries: atom 1 (O): -0.089, atom 2 (H): 0.015, atom 3 (H): -0.031, atom 4 (O): -0.055

Which of them is the most stable? Correct choice: ii.

i | This record from the Open Molecules 2025 dataset describes 3 unconnected molecules or ions with the total composition CH3ClN2. The level of theory is the ωB97M-V functional and the def2-TZVPD basis.

Properties
Orbital gap = 0.364 hartree
LUMO level = 0.01086 hartree

Element x y z (Å)
C  1.56  -1.29  0.02
N  0.51  -1.89  -0.04
N  2.65  -0.81  -0.01
Cl  3.51  0.60  -0.02
H  0.66  0.97  -0.38
H  0.22  -2.74  0.49
H  1.33  1.49  -0.36

Löwdin atomic charge list, values in e, 4 entries: atom 1 (C): -0.471, atom 2 (N): 0.128, atom 3 (N): -0.416, atom 4 (Cl): 0.617

ii | This record from the Open Molecules 2025 dataset describes 2 unconnected molecules or ions with the total composition CH3ClN2. The level of theory is the ωB97M-V functional and the def2-TZVPD basis.

Properties
Orbital gap = 0.320 hartree
LUMO level = 0.02000 hartree

Element x y z (Å)
C  -0.81  -0.69  0.31
N  1.63  0.57  -0.42
N  0.52  0.88  -0.07
Cl  -2.23  0.08  -0.27
H  -0.60  -1.51  -0.36
H  -0.85  -0.69  1.45
H  2.34  1.36  -0.63

Löwdin atomic charge list, values in e, 4 entries: atom 1 (C): -0.543, atom 2 (N): -0.057, atom 3 (N): -0.059, atom 4 (Cl): 0.505

Which of them is the most stable? Correct choice: i.

i | This record from the Open Molecules 2025 dataset describes 2 unconnected molecules or ions with the total composition CH4IP. The level of theory is the ωB97M-V functional and the def2-TZVPD basis.

Properties
Orbital gap = 0.366 hartree
LUMO level = 0.00101 hartree

Element x y z (Å)
C  1.10  -0.61  -0.17
P  1.47  0.99  0.05
H  0.14  -0.91  -0.39
H  1.79  -1.33  0.00
H  0.20  1.68  -0.39
I  -3.06  0.17  0.13
H  -1.64  0.01  0.76

Löwdin atomic charge list, values in e, 4 entries: atom 1 (C): -0.450, atom 2 (P): 0.728, atom 3 (H): -0.082, atom 4 (H): -0.066

ii | This record from the Open Molecules 2025 dataset describes 2 unconnected molecules or ions with the total composition CH4IP. The level of theory is the ωB97M-V functional and the def2-TZVPD basis.

Properties
Orbital gap = 0.328 hartree
LUMO level = -0.01216 hartree

Element x y z (Å)
C  -0.43  -0.39  0.01
P  0.56  1.12  0.14
I  -2.50  -0.15  -0.02
H  -0.09  -1.19  -0.63
H  0.06  -1.20  1.60
H  1.79  0.45  0.14
H  0.62  1.35  -1.24

Löwdin atomic charge list, values in e, 4 entries: atom 1 (C): -1.164, atom 2 (P): 0.619, atom 3 (I): 0.669, atom 4 (H): -0.056

Which of them is the most stable? Correct choice: i.

i | This record from the Open Molecules 2025 dataset describes a gas-phase ion, H2N2O4P (charge -1). The level of theory is the ωB97M-V functional and the def2-TZVPD basis.

Properties
Total charge = -1
Orbital gap = 0.345 hartree
LUMO level = 0.15510 hartree

Element x y z (Å)
N  0.13  0.52  -0.19
P  -1.41  1.11  0.00
O  -1.48  1.87  1.24
O  -1.87  1.77  -1.24
O  -2.40  -0.33  0.14
N  -1.72  -1.45  0.15
O  -2.43  -2.37  -0.12
H  0.56  0.60  0.68
H  0.42  -0.30  -0.62

Löwdin atomic charge list, values in e, 4 entries: atom 1 (N): -0.049, atom 2 (P): 0.162, atom 3 (O): -0.350, atom 4 (O): -0.374

ii | This record from the Open Molecules 2025 dataset describes a gas-phase ion, H2N2O4P (charge -1). The level of theory is the ωB97M-V functional and the def2-TZVPD basis.

Properties
Total charge = -1
Orbital gap = 0.337 hartree
LUMO level = 0.15354 hartree

Element x y z (Å)
N  1.62  0.04  0.37
P  0.21  0.90  0.00
O  -0.56  1.37  1.12
O  0.64  1.89  -1.04
O  -0.91  -0.82  -0.55
N  -2.01  -1.56  -0.33
O  -2.87  -1.16  0.40
H  1.62  -1.04  0.42
H  2.26  0.39  -0.40

Löwdin atomic charge list, values in e, 4 entries: atom 1 (N): -0.124, atom 2 (P): 0.333, atom 3 (O): -0.348, atom 4 (O): -0.379

Which of them is the most stable? Correct choice: i.

i | This record from the Open Molecules 2025 dataset describes 2 unconnected molecules or ions with the total composition C3H7ClS. The level of theory is the ωB97M-V functional and the def2-TZVPD basis.

Properties
Orbital gap = 0.319 hartree
LUMO level = 0.02418 hartree

Element x y z (Å)
C  0.31  -0.42  -1.38
C  -0.23  0.62  1.46
C  -0.37  -1.06  -0.21
S  0.78  1.89  0.79
Cl  0.52  -2.45  0.47
H  0.03  -0.99  -2.23
H  0.01  0.69  -1.45
H  1.38  -0.34  -1.38
H  0.32  -0.04  2.13
H  -1.19  0.79  1.74
H  -1.33  -1.38  -0.42
H  -0.22  2.70  0.49

Löwdin atomic charge list, values in e, 4 entries: atom 1 (C): -0.241, atom 2 (C): -0.424, atom 3 (C): -0.605, atom 4 (S): 0.720

ii | This record from the Open Molecules 2025 dataset describes a single C3H7ClS molecule. The level of theory is the ωB97M-V functional and the def2-TZVPD basis.

Properties
Orbital gap = 0.354 hartree
LUMO level = 0.03268 hartree

Element x y z (Å)
C  1.16  2.07  -0.40
C  0.78  0.61  0.00
Cl  0.54  -0.63  -1.24
C  -0.72  0.67  0.80
S  -1.19  -1.07  1.15
H  2.21  2.10  -0.64
H  1.15  2.42  0.69
H  0.35  2.41  -1.19
H  1.87  0.08  0.42
H  -0.96  1.42  1.45
H  -1.26  0.82  -0.29
H  -0.87  -1.62  -0.13

Löwdin atomic charge list, values in e, 4 entries: atom 1 (C): -0.142, atom 2 (C): -0.812, atom 3 (Cl): 0.562, atom 4 (C): -0.535

Which of them is the most stable? Correct choice: ii.

i | This record from the Open Molecules 2025 dataset describes a gas-phase ion, C8H13N4 (charge +1). The level of theory is the ωB97M-V functional and the def2-TZVPD basis.

Properties
Total charge = +1
Orbital gap = 0.353 hartree
LUMO level = -0.12754 hartree

Element x y z (Å)
N  -1.02  2.28  -0.07
C  -0.33  1.44  -1.05
C  0.65  0.48  -0.33
C  2.02  0.45  -0.67
C  2.79  -0.50  -0.03
C  2.38  -1.34  0.94
C  0.98  -1.41  1.26
C  0.18  -0.59  0.46
N  -1.21  -0.59  0.70
N  -1.57  -0.01  1.90
C  -2.06  -0.96  -0.34
N  -1.58  -1.51  -1.42
H  -0.30  2.94  0.31
H  -1.80  2.83  -0.59
H  0.38  1.92  -1.67
H  -1.03  0.90  -1.71
H  2.64  1.22  -1.06
H  3.84  -0.54  -0.32
H  2.99  -2.11  1.35
H  0.73  -1.91  2.19
H  -0.77  0.06  2.43
H  -1.99  0.93  1.87
H  -3.11  -0.69  -0.28
H  -2.13  -1.44  -2.29
H  -0.68  -1.86  -1.59

Löwdin atomic charge list, values in e, 4 entries: atom 1 (N): -0.007, atom 2 (C): -0.228, atom 3 (C): -0.125, atom 4 (C): -0.003

ii | This record from the Open Molecules 2025 dataset describes a gas-phase ion, C8H13N4 (charge +1). The level of theory is the ωB97M-V functional and the def2-TZVPD basis.

Properties
Total charge = +1
Orbital gap = 0.330 hartree
LUMO level = -0.15735 hartree

Element x y z (Å)
H  0.43  -3.31  1.33
N  0.15  -2.39  0.88
C  -0.84  -2.45  0.12
N  -1.47  -1.36  -0.44
C  -1.17  -0.02  0.08
N  -2.04  0.95  -0.50
C  -3.04  1.42  0.12
C  0.20  0.26  -0.41
C  1.07  1.45  0.29
C  2.18  0.59  0.84
N  2.45  -0.34  -0.20
C  1.26  -0.61  -0.73
C  0.37  -0.20  -1.85
H  -1.50  -3.32  0.02
H  -2.44  -1.46  -0.74
H  -1.27  -0.02  1.23
H  -3.63  2.06  -0.47
H  -3.04  1.37  1.26
H  0.39  1.79  0.97
H  1.34  2.28  -0.30
H  3.15  1.10  1.26
H  1.71  0.11  1.78
H  3.25  -0.64  -0.64
H  -0.43  -0.91  -1.98
H  0.68  0.18  -2.76

Löwdin atomic charge list, values in e, 4 entries: atom 1 (H): 0.110, atom 2 (N): 0.128, atom 3 (C): -0.286, atom 4 (N): 0.011

Which of them is the most stable? Correct choice: i.

i | This record from the Open Molecules 2025 dataset describes a single C4H8B2 molecule. The level of theory is the ωB97M-V functional and the def2-TZVPD basis.

Properties
Orbital gap = 0.312 hartree
LUMO level = -0.02039 hartree

Element x y z (Å)
B  1.18  1.42  0.68
C  -0.13  0.90  -0.07
C  -1.01  1.68  -0.67
C  -0.27  -0.61  -0.03
B  -0.74  -1.72  -1.04
C  0.61  -1.34  1.08
H  2.15  1.06  0.26
H  1.26  2.16  1.49
H  -2.05  1.38  -1.04
H  -0.92  2.81  -0.70
H  -0.77  -2.80  -0.56
H  -1.05  -1.74  -2.18
H  1.18  -0.81  1.76
H  0.54  -2.41  1.03

Löwdin atomic charge list, values in e, 4 entries: atom 1 (B): 0.059, atom 2 (C): -0.326, atom 3 (C): 0.024, atom 4 (C): -0.157

ii | This record from the Open Molecules 2025 dataset describes a single C4H8B2 molecule. The level of theory is the ωB97M-V functional and the def2-TZVPD basis.

Properties
Orbital gap = 0.329 hartree
LUMO level = -0.00218 hartree

Element x y z (Å)
B  -0.07  0.64  1.46
B  -1.46  -1.13  -0.09
C  -0.01  1.14  -1.06
C  1.60  -0.49  -0.25
C  0.72  0.54  0.11
C  -0.50  -0.14  -0.60
H  -0.90  1.53  1.52
H  -0.12  -0.28  2.28
H  -2.61  -0.93  -0.07
H  -1.00  -1.88  0.74
H  -0.70  1.91  -0.73
H  0.21  1.27  -2.06
H  2.04  -0.44  -1.20
H  2.03  -1.09  0.59

Löwdin atomic charge list, values in e, 4 entries: atom 1 (B): -0.011, atom 2 (B): -0.084, atom 3 (C): -0.089, atom 4 (C): 0.157

Which of them is the most stable? Correct choice: i.